(1)
Molecular formula: C24H30N4O5S
Method: DFT, ωB97M-V/def2-TZVPD

As for the energy relative to the best compared isomer or geometry (same formula, charge and spin): 0.3040 eV. The LUMO energy comes out at 0.6 eV. As for the net charge: 0. The value obtained for the HOMO energy is -8.143 eV. As for the SMILES: C[C@@H]1C[C@H](C)CN(C(=O)Cn2c(=O)n(CCCC(=O)NCc3ccco3)c(=O)c3sccc32)C1. As for the spin multiplicity: 1.

XYZ file:
```
64
Properties=species:S:1:pos:R:3:nbo_charge:R:1
C 5.1550 0.0966 3.2214 -0.603
C 3.7580 0.7062 3.2639 -0.220
C 3.5837 1.6198 4.4786 -0.397
C 2.1619 2.1817 4.5454 -0.220
C 1.9624 3.0417 5.7881 -0.601
C 1.1616 1.0217 4.5297 -0.224
N 1.3718 0.1886 3.3619 -0.436
C 0.4360 0.1622 2.3936 0.680
O -0.6239 0.7510 2.4850 -0.627
C 0.7636 -0.6779 1.1497 -0.321
N -0.3719 -0.6893 0.2601 -0.405
C -1.1094 -1.8505 0.1817 0.830
O -0.7903 -2.8429 0.8029 -0.645
N -2.2219 -1.8301 -0.6344 -0.459
C -2.8798 -3.1154 -0.8224 -0.222
C -2.0928 -4.0085 -1.7826 -0.406
C -2.0946 -3.4741 -3.2135 -0.506
C -1.2004 -2.2566 -3.3963 0.697
O -0.2696 -1.9717 -2.6675 -0.654
N -1.5007 -1.5374 -4.4995 -0.602
C -0.8260 -0.3058 -4.8392 -0.270
C -1.8069 0.7607 -5.1973 0.263
C -3.0981 0.9670 -4.8101 -0.325
C -3.5311 2.1289 -5.4975 -0.313
C -2.4759 2.5357 -6.2495 0.079
O -1.4254 1.7105 -6.0803 -0.404
C -2.6775 -0.7529 -1.3862 0.678
O -3.6374 -0.8565 -2.1300 -0.641
C -1.8963 0.4314 -1.1801 -0.390
S -2.1885 1.9722 -1.9084 0.500
C -0.7857 2.6086 -1.1560 -0.378
C -0.1189 1.7045 -0.3912 -0.241
C -0.7611 0.4434 -0.3925 0.219
C 2.6903 -0.3965 3.3123 -0.208
H 5.3333 -0.5065 4.1088 0.204
H 5.9087 0.8790 3.1820 0.215
H 5.2721 -0.5379 2.3461 0.209
H 3.5992 1.2976 2.3547 0.195
H 4.3035 2.4392 4.4309 0.211
H 3.7880 1.0493 5.3881 0.195
H 1.9830 2.7959 3.6558 0.200
H 2.6642 3.8721 5.7927 0.211
H 2.1218 2.4524 6.6886 0.202
H 0.9526 3.4431 5.8144 0.214
H 0.1369 1.3934 4.4916 0.250
H 1.2881 0.4087 5.4287 0.188
H 0.9368 -1.7198 1.4342 0.277
H 1.6358 -0.2793 0.6247 0.219
H -2.9490 -3.5988 0.1542 0.231
H -3.8780 -2.9083 -1.2129 0.231
H -1.0650 -4.0861 -1.4254 0.237
H -2.5415 -5.0028 -1.7669 0.214
H -3.1121 -3.2182 -3.5137 0.223
H -1.7199 -4.2478 -3.8896 0.234
H -2.3264 -1.7620 -5.0312 0.403
H -0.1418 -0.4590 -5.6846 0.209
H -0.2249 -0.0244 -3.9656 0.247
H -3.6591 0.3834 -4.1085 0.259
H -4.4948 2.5899 -5.4331 0.228
H -2.3444 3.3604 -6.9213 0.201
H -0.5251 3.6354 -1.3212 0.239
H 0.7725 1.9368 0.1603 0.218
H 2.7909 -1.0596 2.4560 0.214
H 2.8344 -0.9923 4.2220 0.195
```


(2)
Molecular formula: C5H11NO
Method: DFT, ωB97M-V/def2-TZVPD

As for the energy relative to the best compared isomer or geometry (same formula, charge and spin): 3.1447 eV. The LUMO energy comes out at 0.9 eV. As for the net charge: 0. The value obtained for the HOMO energy is -7.503 eV. As for the SMILES: C=C/C=C(/C)N.O. As for the spin multiplicity: 1.

XYZ file:
```
18
Properties=species:S:1:pos:R:3:nbo_charge:R:1
C 2.4193 -0.5429 -0.4965 -0.400
C 1.3037 0.3273 -0.4644 -0.218
C 0.4870 0.3380 0.7554 -0.337
C -0.6348 1.0301 0.7766 0.214
C -1.5634 1.0059 1.9871 -0.669
N -0.9803 1.9961 -0.2479 -0.834
H 2.7416 -0.9603 -1.5033 0.205
H 2.8472 -0.9266 0.4356 0.188
H 1.1627 0.8687 -1.3701 0.203
H 0.8331 -0.1853 1.6072 0.216
H -1.0764 0.3628 2.8031 0.227
H -1.4124 1.9794 2.4959 0.215
H -2.7367 0.8078 1.9163 0.232
H -1.6285 2.6616 0.0480 0.374
H -0.0510 2.3911 -0.6706 0.382
O -0.2600 -3.6191 -2.4467 -0.921
H -1.0178 -3.0937 -2.8278 0.465
H -0.4332 -4.4411 -2.7978 0.457
```


(3)
Molecular formula: C14H16ClIrN
Method: DFT, ωB97M-V/def2-TZVPD

The LUMO energy (spin up / spin down) comes out at 3.1 / 2.8 eV. As for the expectation value of S²: 6.033. As for the net charge: -1. The value obtained for the HOMO energy (spin up / spin down) is -0.446 / -3.339 eV. As for the spin multiplicity: 5.

XYZ file:
```
33
Properties=species:S:1:pos:R:3:mulliken_spin:R:1
C -0.7639 1.0389 -3.2769 0.146
C 0.5544 0.8195 -2.7975 0.057
C 0.6671 1.3993 -1.4762 0.156
C -0.5821 2.0298 -1.1860 0.023
C -1.4773 1.7885 -2.2802 0.216
Ir -0.7933 -0.3476 -1.2217 1.594
N -2.8348 0.0965 -1.2742 1.091
C -0.0812 -2.1633 -1.3278 -0.021
C 1.1217 -1.4151 -1.2196 0.114
H 1.5587 1.4349 -0.8618 0.002
H 1.3628 0.3475 -3.3351 -0.008
H -0.8125 2.6253 -0.3093 0.012
H -2.4657 2.2242 -2.3727 0.026
H -1.1647 0.7348 -4.2341 0.023
H 1.8484 -1.3422 -2.0422 -0.016
H -0.4422 -2.7698 -0.4843 0.009
H -3.1041 -0.9224 -1.3835 -0.037
H 1.6663 -1.4067 -0.2736 -0.020
H -0.2769 -2.6223 -2.3079 0.035
Cl -0.3944 2.6089 2.0816 0.010
C 0.3152 1.0609 2.3502 0.103
C 1.2786 0.9767 3.3533 -0.060
C 1.8405 -0.2549 3.6968 0.175
C 1.4273 -1.3955 3.0138 -0.055
C 0.4724 -1.3195 2.0023 0.072
C -0.0972 -0.0926 1.6496 0.053
C -1.2429 -0.0458 0.7048 0.279
H 1.5698 1.8797 3.8819 -0.005
H 2.5746 -0.3166 4.5060 0.027
H 1.8475 -2.3640 3.2774 -0.006
H 0.1709 -2.2239 1.4729 0.048
H -1.8962 -0.9119 0.8294 0.018
H -1.8468 0.8489 0.8447 -0.064
```


(4)
Molecular formula: C5H11O2
Method: DFT, ωB97M-V/def2-TZVPD

As for the energy relative to the best compared isomer or geometry (same formula, charge and spin): 2.9181 eV. The LUMO energy comes out at 3.5 eV. As for the net charge: -1. The value obtained for the HOMO energy is -2.229 eV. As for the SMILES: [O-]CCCCCO. As for the spin multiplicity: 1.

XYZ file:
```
18
Properties=species:S:1:pos:R:3:nbo_charge:R:1
O -0.1159 0.3960 -2.9856 -0.960
C 0.7238 1.1030 -2.2019 -0.006
C 0.5993 0.7396 -0.6577 -0.464
C 0.2631 -0.7364 -0.5388 -0.447
C -0.8293 -0.9739 0.5254 -0.419
C -0.3906 -0.6222 1.9460 -0.069
O -1.4541 -0.0304 2.7767 -0.756
H 0.6264 2.1885 -2.3879 0.091
H 1.7829 0.8028 -2.4418 0.052
H -0.1915 1.3705 -0.2453 0.173
H 1.5800 1.0295 -0.2652 0.172
H -0.2339 -0.9228 -1.4943 0.283
H 1.1091 -1.4144 -0.4086 0.174
H -1.6704 -0.3627 0.2174 0.219
H -1.0417 -2.0400 0.5989 0.181
H -0.0424 -1.4509 2.5543 0.154
H 0.3320 0.1921 1.8177 0.167
H -1.0468 0.7318 3.1904 0.456
```


(5)
Molecular formula: C5H15N3O11P2ReSe
Method: DFT, ωB97M-V/def2-TZVPD

As for the energy relative to the best compared isomer or geometry (same formula, charge and spin): 1.2572 eV. The LUMO energy (spin up / spin down) comes out at -0.9 / -1.1 eV. As for the expectation value of S²: 3.763. As for the net charge: 0. The value obtained for the HOMO energy (spin up / spin down) is -9.442 / -10.592 eV. As for the spin multiplicity: 4.

XYZ file:
```
38
Properties=species:S:1:pos:R:3:mulliken_spin:R:1
Re -1.4598 -0.2195 0.9147 2.623
O -4.0045 2.9876 -0.2982 -0.001
P -3.5914 1.7036 0.5068 0.018
O -4.6781 0.9097 1.0526 0.001
O -2.5323 0.9209 -0.3563 0.103
O -2.6181 2.2287 1.7182 0.009
P -1.0777 2.7402 1.5749 0.019
O -1.1832 3.6765 0.2632 0.000
O -0.5817 3.4603 2.7352 0.002
O -0.3599 1.4441 1.1217 0.035
H -3.2367 3.5447 -0.5106 0.000
H -0.8103 4.5485 0.4593 0.000
C -0.4007 0.0289 -2.3309 0.023
N 0.8822 -0.0816 -1.6497 0.007
C 1.8847 0.9011 -2.0307 0.002
C 1.0588 -0.8965 -0.6044 0.001
N 0.0330 -1.2948 0.1475 0.040
N 2.3009 -1.3318 -0.3039 0.003
C 3.2671 -1.6739 -1.3366 0.002
C 2.5930 -1.8564 1.0260 0.003
H -0.2000 0.1699 -3.3934 0.001
H -0.9832 0.8730 -1.9645 -0.008
H -0.9685 -0.8896 -2.1991 0.009
H 1.3937 1.8700 -2.1277 0.000
H 2.3557 0.6513 -2.9836 0.000
H 2.6446 0.9773 -1.2564 0.000
H 0.2078 -2.1471 0.6862 -0.010
H 2.8183 -1.5687 -2.3197 0.000
H 3.5658 -2.7155 -1.2056 0.000
H 4.1561 -1.0441 -1.2755 0.000
H 2.3861 -2.9279 1.0912 0.000
H 2.0018 -1.3317 1.7729 -0.002
H 3.6489 -1.6861 1.2322 0.001
O -2.5315 -1.9050 1.0727 0.041
Se -1.7314 -2.5470 2.4672 0.026
O -0.5641 -3.5438 1.9811 0.012
O -0.9742 -0.9962 2.6856 0.023
O -2.7113 -2.9794 3.6378 0.018
```